Record 1
Density functional theory data (the ωB97M-V functional and the def2-TZVPD basis) for a molecular structure, C40H29F5MoN2O2PS2.

The geometry in ORCA input format:
```
! wB97M-V def2-TZVPD RIJCOSX def2/J DEFGRID3
* xyz 1 3
Mo -0.58 0.22 -0.24
S -2.06 -3.83 1.78
S -1.66 -1.81 -0.28
P -1.41 0.76 -3.53
F 5.56 0.11 0.75
F 1.73 2.19 -0.96
F 1.41 -2.02 1.12
F 4.07 -2.00 1.56
F 4.39 2.21 -0.51
O -1.24 1.97 0.11
O -0.56 0.42 -2.29
N -0.91 -0.09 1.86
N -1.29 -1.34 2.35
C 1.01 3.41 -6.32
C -0.44 1.76 -4.63
C -4.84 1.75 -1.65
C -0.84 -1.66 -4.67
C 0.13 2.48 -6.85
C 0.49 4.34 3.03
C -3.47 -2.25 -5.33
C -5.24 2.90 -2.32
C -0.43 2.19 2.39
C 3.66 1.17 -0.12
C -2.89 1.63 -3.07
C -1.92 -3.91 3.59
C -5.05 -4.81 5.54
C 4.25 0.10 0.52
C -1.14 -2.85 -5.30
C -3.92 -2.58 4.34
C -1.05 0.50 4.22
C -3.30 2.79 -3.73
C -3.67 1.11 -2.03
C -5.71 -3.59 5.59
C 0.17 3.04 3.34
C 0.19 4.85 1.77
C -1.61 -2.19 1.44
C -0.69 2.71 1.12
C 2.13 -0.97 0.70
C 2.30 1.14 -0.35
C -4.47 3.42 -3.35
C -3.25 -3.80 4.29
C -3.18 -1.05 -4.70
C -0.40 4.04 0.82
C 0.44 2.71 -4.09
C 3.49 -0.98 0.94
C -1.86 -0.75 -4.37
C 1.49 0.08 0.05
C -0.59 1.65 -6.01
C -0.80 0.83 2.78
C -3.83 -4.91 4.89
C -5.15 -2.47 4.98
C 1.16 3.53 -4.94
C -2.46 -3.15 -5.63
H -0.63 4.40 -0.17
H -0.35 -3.55 -5.53
H 1.85 4.25 -4.53
H -1.93 -0.12 4.32
H -1.45 -4.87 3.80
H 1.58 4.06 -6.97
H -2.69 -4.08 -6.12
H 0.40 2.66 4.32
H -1.17 1.40 4.81
H 0.02 2.39 -7.92
H -1.23 -3.13 3.89
H 0.56 2.78 -3.02
H 0.19 -1.43 -4.41
H -3.31 -5.86 4.86
H -6.67 -3.51 6.09
H -5.44 1.35 -0.84
H -0.21 -0.08 4.61
H 0.97 4.97 3.77
H -6.15 3.40 -2.02
H -5.66 -1.52 5.02
H -1.27 0.91 -6.43
H -4.50 -2.48 -5.59
H 0.43 5.87 1.52
H -5.49 -5.68 6.00
H -4.78 4.32 -3.86
H -3.49 -1.71 3.86
H -3.97 -0.35 -4.47
H -3.35 0.22 -1.50
H -2.70 3.20 -4.53
*
```

Results
HOMO-LUMO gap (spin up / spin down)	7.27 / 7.37	eV
<S²>	2.019
highest occupied orbital energy (spin up / spin down)	-10.80 / -10.89	eV
LUMO (spin up / spin down)	-3.53 / -3.51	eV
E	-95424.6404	eV

Results of the Löwdin charge analysis, in e, for atoms 1 through 2: atom 1 (Mo): 1.44, atom 2 (S): 0.96

***

Record 2
Density functional theory data (the ωB97M-V functional and the def2-TZVPD basis) for a molecular structure, C40H30Cl2N4NbO5P.

The geometry in ORCA input format:
```
! wB97M-V def2-TZVPD RIJCOSX def2/J DEFGRID3
* xyz 2 1
Nb 9.47 10.38 13.11
Cl 13.52 16.08 14.44
Cl 13.18 14.74 17.25
P 10.03 9.28 10.56
O 13.00 8.33 13.98
O 8.31 12.64 7.22
O 9.80 14.32 11.27
O 11.27 9.54 13.34
O 9.32 11.14 17.32
N 10.10 12.56 12.72
N 7.92 11.32 11.81
N 9.76 11.43 15.04
N 8.40 9.32 14.41
C 12.51 14.69 14.67
C 7.66 9.26 8.84
C 12.08 5.81 9.74
C 9.26 10.75 16.16
C 6.71 7.96 16.26
C 8.41 9.62 15.74
C 8.50 8.54 9.78
C 11.70 14.24 13.58
C 5.99 12.68 10.32
C 12.94 6.54 11.90
C 9.42 13.30 11.79
C 7.50 9.04 16.62
C 5.77 11.46 10.88
C 12.23 12.03 8.51
C 10.78 10.19 9.19
C 11.26 7.89 10.78
C 12.11 7.68 11.88
C 8.10 7.25 10.13
C 6.93 6.74 9.60
C 6.83 7.55 14.91
C 11.36 7.02 9.67
C 10.86 13.12 13.74
C 12.94 5.63 10.80
C 7.30 13.24 10.52
C 10.57 9.90 7.83
C 12.13 8.56 13.16
C 12.33 14.08 15.90
C 6.57 8.66 8.20
C 7.12 12.93 5.17
C 8.18 12.61 11.38
C 11.98 11.76 7.18
C 6.16 7.38 8.59
C 8.04 14.96 6.48
C 11.60 11.28 9.50
C 10.72 12.45 15.01
C 6.72 10.77 11.63
C 11.45 12.95 16.07
C 11.14 10.69 6.82
C 7.92 13.44 6.37
C 7.71 8.17 14.07
H 7.97 10.27 8.56
H 4.76 11.00 10.75
H 13.61 6.33 12.73
H 11.10 10.33 5.83
H 6.49 9.67 11.85
H 9.96 9.02 7.59
H 7.75 14.09 10.03
H 10.73 7.15 8.79
H 6.21 6.76 14.43
H 12.41 12.45 6.43
H 11.93 5.02 9.02
H 6.66 5.78 9.96
H 7.57 12.05 4.68
H 7.80 7.82 13.05
H 12.78 12.93 8.88
H 13.76 4.85 10.80
H 8.71 6.60 10.71
H 11.83 11.48 10.58
H 7.47 9.40 17.66
H 6.07 12.70 5.53
H 5.37 6.83 8.09
H 7.46 15.30 7.37
H 6.95 13.76 4.41
H 7.53 15.44 5.61
H 9.08 15.28 6.63
H 5.94 9.22 7.57
H 11.69 14.74 12.62
H 5.92 7.57 16.89
H 11.41 12.51 17.05
H 5.14 13.28 9.94
*
```

Results
HOMO-LUMO gap (spin up / spin down)	4.35 / 4.35	eV
highest occupied orbital energy (spin up / spin down)	-12.82 / -12.82	eV
LUMO (spin up / spin down)	-8.47 / -8.47	eV
E	-94034.4580	eV

Results of the Löwdin charge analysis, in e, for atoms 1 through 2: atom 1 (Nb): 1.94, atom 2 (Cl): 0.72

***

Record 3
Density functional theory data (the ωB97M-V functional and the def2-TZVPD basis) for a molecular structure, C40H30Cl4NO6PSSeTa.

The geometry in ORCA input format:
```
! wB97M-V def2-TZVPD RIJCOSX def2/J DEFGRID3
* xyz 1 1
Ta -0.06 0.20 -1.68
Se 1.39 -1.74 -2.06
Cl 2.42 0.98 -7.90
Cl 4.24 2.82 -6.18
Cl 0.04 -0.56 -6.55
Cl 3.66 3.18 -3.11
S -4.79 -1.60 0.14
P -0.33 1.72 1.28
O -0.17 0.07 -3.58
O -4.56 -2.31 1.36
O -1.68 -0.59 -1.57
O 1.35 1.40 -2.20
O 0.15 0.78 0.14
O -5.96 -0.80 0.04
N -3.43 -0.65 -0.17
C -1.97 0.02 2.70
C -0.48 5.02 -1.15
C 2.12 1.16 -6.23
C 0.64 2.06 3.87
C 0.80 0.64 -4.28
C -3.45 -4.12 -3.36
C -0.43 3.41 0.63
C 1.04 0.48 -5.65
C -0.53 5.77 1.13
C 1.66 1.44 -3.49
C 1.66 2.14 4.81
C 3.25 1.43 3.16
C -3.09 1.86 1.61
C -5.17 -3.85 -1.66
C 4.14 -3.52 3.26
C -1.92 1.17 1.91
C 4.19 -2.44 1.00
C -2.80 -1.11 -1.18
C -0.45 3.70 -0.73
C -4.60 -4.56 -2.72
C 1.45 -2.74 0.69
C -0.03 -2.89 0.57
C -4.52 -2.71 -1.25
C -4.35 0.24 2.85
C 2.23 -2.20 -0.34
C 3.61 -2.03 -0.19
C -3.35 -2.29 -1.86
C -2.80 -2.98 -2.93
C 0.94 1.67 2.57
C 4.46 -1.45 -1.27
C 2.96 1.85 4.45
C 2.70 2.15 -4.08
C -3.19 -0.44 3.16
C 2.24 1.35 2.21
C 3.46 -3.01 2.03
C -0.50 6.05 -0.22
C 2.09 -3.13 1.86
C 2.93 1.99 -5.45
C -4.30 1.40 2.10
C -0.50 4.45 1.56
H -0.52 -1.91 0.65
H -0.44 2.91 -1.46
H 2.45 1.03 1.20
H 1.43 2.43 5.82
H -0.43 -3.52 1.36
H 5.45 -1.19 -0.88
H -0.37 2.28 4.15
H -0.50 7.08 -0.55
H -0.51 4.22 2.62
H -1.05 -0.49 2.96
H 4.01 -0.56 -1.70
H -3.05 -4.69 -4.19
H 1.49 -3.56 2.65
H -0.29 -3.33 -0.40
H -5.21 1.95 1.88
H 4.27 1.19 2.88
H 3.76 1.95 5.17
H 4.58 -2.18 -2.07
H -3.23 -1.34 3.75
H -6.07 -4.18 -1.18
H -0.58 6.56 1.86
H -5.06 -5.48 -3.04
H 4.09 -4.61 3.27
H -0.48 5.25 -2.20
H 3.65 -3.17 4.16
H -1.89 -2.63 -3.42
H -5.30 -0.13 3.20
H 5.18 -3.22 3.28
H -3.05 2.76 1.01
H 5.26 -2.32 1.12
*
```

Results
HOMO-LUMO gap	7.47	eV
highest occupied orbital energy	-10.96	eV
LUMO	-3.49	eV
E	-192853.0464	eV

Results of the Löwdin charge analysis, in e, for atoms 1 through 2: atom 1 (Ta): 1.55, atom 2 (Se): 0.90

***

The strongest force on any atom results, record by record, are as follows: 0.008, 0.123, 0.069 Eh/bohr.